A cluster of 7 separate species, C51H45BrF48O10P2 in total at a distorted geometry. Source: the Open Molecules 2025 dataset; level of theory: ωB97M-V with the def2-TZVPD basis set.

Results
E_LUMO in eV: -0.774
Structure (SMILES): CCP(CC)c1ccc2c(c1P(C)O)C(=O)c1cccc(CC(=O)Br)c1C2=O.FC(F)C(F)(F)COC(F)(F)C(F)F.FC(F)C(F)(F)COC(F)(F)C(F)F.FC(F)C(F)(F)COC(F)(F)C(F)F.FC(F)C(F)(F)COC(F)(F)C(F)F.FC(F)C(F)(F)COC(F)(F)C(F)F.FC(F)C(F)(F)COC(F)(F)C(F)F
Frontier orbital gap in eV: 7.3
Total energy in eV: -293152.309

Geometry (Å):
C (2.1934, -0.1360, -0.4826)
C (1.0487, 0.0457, -1.4761)
P (1.3753, -0.7520, -3.1271)
C (1.7358, 0.7145, -4.1946)
C (2.8929, 0.4636, -5.1608)
C (-0.2489, -1.4378, -3.6569)
C (-0.8175, -0.9269, -4.8253)
C (-2.0477, -1.3545, -5.2930)
C (-2.7187, -2.3168, -4.5656)
C (-2.1636, -2.8994, -3.4237)
C (-0.9047, -2.4720, -2.9414)
P (-0.2673, -3.3487, -1.4369)
C (-1.0028, -2.3440, -0.0812)
O (1.3455, -3.0224, -1.2749)
C (-3.0189, -3.9561, -2.7756)
O (-2.6057, -5.0004, -2.3398)
C (-4.4783, -3.6531, -2.7619)
C (-5.2888, -3.9878, -1.6889)
C (-6.6419, -3.6676, -1.7218)
C (-7.1588, -3.0249, -2.8390)
C (-6.3626, -2.7070, -3.9383)
C (-6.9601, -1.9936, -5.1329)
C (-7.4793, -2.8663, -6.2451)
O (-7.4616, -2.5665, -7.3702)
Br (-8.2717, -4.5619, -5.6814)
C (-5.0056, -3.0302, -3.8965)
C (-4.0676, -2.7484, -5.0045)
O (-4.3767, -2.8697, -6.1647)
H (3.1420, -0.0305, -1.0031)
H (2.1335, 0.6617, 0.2576)
H (2.1585, -1.0795, 0.0468)
H (0.9124, 1.1107, -1.6576)
H (0.0905, -0.3166, -1.1168)
H (0.8615, 1.1066, -4.7106)
H (2.0420, 1.5039, -3.5084)
H (3.7888, 0.1931, -4.6146)
H (2.6373, -0.3014, -5.8902)
H (3.0855, 1.3826, -5.7114)
H (-0.3185, -0.1682, -5.4084)
H (-2.4883, -0.9517, -6.1917)
H (-1.6390, -1.5506, -0.4665)
H (-0.2034, -1.8646, 0.4806)
H (-1.5981, -2.9928, 0.5496)
H (1.8094, -3.4757, -1.9883)
H (-4.8649, -4.4960, -0.8350)
H (-7.2486, -3.9310, -0.8706)
H (-8.2065, -2.7559, -2.8583)
H (-7.7890, -1.3867, -4.7673)
H (-6.2294, -1.3056, -5.5387)
F (-3.7907, 2.1418, 1.2442)
C (-2.6196, 2.5605, 0.7275)
F (-2.6003, 2.2143, -0.5834)
C (-1.4277, 1.9048, 1.4260)
F (-1.4460, 0.5704, 1.2112)
F (-0.3173, 2.3943, 0.8033)
C (-1.2375, 2.1871, 2.9245)
O (-1.6870, 1.2028, 3.8465)
C (-2.9753, 1.1764, 4.3086)
F (-3.6732, 2.2639, 3.9376)
F (-2.9114, 1.1961, 5.6650)
C (-3.6907, -0.1206, 3.9205)
F (-3.7402, -0.2567, 2.5818)
F (-4.9590, -0.0817, 4.3891)
H (-2.5594, 3.6500, 0.8003)
H (-0.1592, 2.1992, 3.0755)
H (-1.5819, 3.1792, 3.1995)
H (-3.1710, -0.9804, 4.3481)
F (-1.6203, 6.7938, 8.4027)
C (-1.4199, 5.7687, 9.2533)
F (-0.6496, 6.2178, 10.2712)
C (-0.6998, 4.6062, 8.5685)
F (0.5454, 4.9895, 8.1867)
F (-0.5453, 3.6525, 9.5261)
C (-1.4088, 3.9203, 7.3901)
O (-1.0118, 4.2975, 6.0820)
C (-1.5820, 5.3631, 5.4255)
F (-2.6480, 5.8389, 6.0898)
F (-2.0368, 4.8751, 4.2447)
C (-0.5598, 6.4516, 5.1057)
F (0.0001, 6.9256, 6.2381)
F (-1.1734, 7.4838, 4.4821)
H (-2.3802, 5.4407, 9.6607)
H (-1.1135, 2.8738, 7.4573)
H (-2.4926, 3.9301, 7.5040)
H (0.2256, 6.0597, 4.4636)
F (3.1508, 2.4480, 6.1622)
C (2.3159, 3.3946, 5.6966)
F (1.4440, 2.7944, 4.8439)
C (3.0715, 4.4824, 4.9322)
F (3.6520, 3.9689, 3.8304)
F (2.1084, 5.3599, 4.5056)
C (4.0956, 5.3209, 5.7152)
O (5.4621, 4.9728, 5.5811)
C (6.0473, 4.0251, 6.3820)
F (5.2353, 3.6453, 7.3841)
F (7.1329, 4.6002, 6.9526)
C (6.5600, 2.8309, 5.5733)
F (5.5502, 2.2323, 4.9172)
F (7.1085, 1.9313, 6.4249)
H (1.7502, 3.8263, 6.5261)
H (4.0379, 6.3145, 5.2732)
H (3.8059, 5.4419, 6.7591)
H (7.3139, 3.1563, 4.8534)
F (11.1905, 4.4912, 6.7281)
C (10.6073, 4.5183, 7.9438)
F (10.9457, 5.6892, 8.5347)
C (11.0764, 3.3589, 8.8224)
F (12.3986, 3.4703, 9.0737)
F (10.4269, 3.5114, 10.0114)
C (10.7578, 1.9331, 8.3399)
O (11.7864, 1.2116, 7.6837)
C (11.9860, 1.3147, 6.3294)
F (11.0008, 2.0056, 5.7240)
F (11.9554, 0.0612, 5.8258)
C (13.3663, 1.8906, 6.0032)
F (13.5064, 3.1213, 6.5306)
F (13.4962, 1.9878, 4.6604)
H (9.5208, 4.4936, 7.8239)
H (10.5861, 1.3656, 9.2531)
H (9.8203, 1.8946, 7.7841)
H (14.1490, 1.2403, 6.3987)
F (-3.8253, 2.3296, -9.6795)
C (-3.7329, 1.3659, -8.7449)
F (-3.1398, 1.9054, -7.6496)
C (-2.8858, 0.1888, -9.2289)
F (-1.6121, 0.5837, -9.4390)
F (-2.8640, -0.6938, -8.1870)
C (-3.3932, -0.6017, -10.4466)
O (-2.8148, -0.3088, -11.7067)
C (-3.3051, 0.6919, -12.5098)
F (-4.4622, 1.1944, -12.0413)
F (-3.5709, 0.1413, -13.7143)
C (-2.2631, 1.7887, -12.7435)
F (-1.8888, 2.3471, -11.5759)
F (-2.8056, 2.7539, -13.5195)
H (-4.7361, 1.0309, -8.4666)
H (-3.0895, -1.6296, -10.2544)
H (-4.4821, -0.6173, -10.4935)
H (-1.3836, 1.3739, -13.2398)
F (-4.2764, -8.8598, -1.5705)
C (-4.3589, -7.6545, -2.1755)
F (-5.4737, -7.0392, -1.6987)
C (-4.4837, -7.7878, -3.6928)
F (-5.6349, -8.4204, -4.0143)
F (-4.5828, -6.5143, -4.1722)
C (-3.3103, -8.4369, -4.4439)
O (-3.4319, -9.8033, -4.8060)
C (-3.0670, -10.8117, -3.9501)
F (-2.4337, -10.3466, -2.8585)
F (-2.1874, -11.5975, -4.6129)
C (-4.2595, -11.6978, -3.5810)
F (-5.2207, -10.9778, -2.9732)
F (-3.8456, -12.6599, -2.7242)
H (-3.4910, -7.0507, -1.9079)
H (-3.2758, -7.9193, -5.4012)
H (-2.3570, -8.2296, -3.9574)
H (-4.6744, -12.1635, -4.4772)

Cartesian forces (eV/Å) of the 2 atoms listed first:
C -0.320 0.450 0.039
C -0.220 -0.037 -0.466

=====

A cluster of 9 separate species, H18O9 in total at a distorted geometry. Source: the Open Molecules 2025 dataset; level of theory: ωB97M-V with the def2-TZVPD basis set.

Results
E_LUMO (spin up / spin down) in eV: -3.603 / -10.821
2S+1: 2
Relative energy (zero: lowest compared OMol25 entry of this formula, charge and spin) in eV: 1.003
Expectation value of S²: 0.759
Frontier orbital gap (spin up / spin down) in eV: 9.5 / 2.3
Total energy in eV: -18709.004
Charge: +1

Geometry (Å):
O (2.6017, 0.7286, -2.4351)
H (2.7529, 1.3449, -3.1518)
H (2.0912, 1.2250, -1.7954)
O (-2.7446, -0.1489, 1.5312)
H (-2.3081, 0.6998, 1.4574)
H (-3.3523, -0.0434, 2.2632)
O (0.0431, -1.2816, 3.5839)
H (-0.0381, -1.2600, 2.6304)
H (-0.4651, -0.5285, 3.8851)
O (-1.6412, -2.5472, 1.0132)
H (-2.1182, -1.7525, 1.2522)
H (-2.1673, -3.2607, 1.3742)
O (1.4906, 2.3965, -0.4345)
H (0.7654, 2.4925, 0.1828)
H (1.3591, 3.0997, -1.0705)
O (-2.4373, -2.0079, -2.0013)
H (-2.3503, -2.7136, -1.3606)
H (-1.6427, -1.4855, -1.8924)
O (-1.4626, 0.7660, -1.7390)
H (-1.4691, 1.4166, -1.0369)
H (-1.5211, 1.2809, -2.5438)
O (0.4758, -0.2017, 0.9623)
H (-0.1171, -0.1764, 0.2113)
H (1.3465, -0.0757, 0.5851)
O (4.3459, 0.3685, -0.2557)
H (3.7332, 0.4708, -0.9840)
H (4.8298, 1.1940, -0.2313)

Cartesian forces (eV/Å) of the 2 atoms listed first:
O -0.047 -0.327 -0.190
H 0.213 0.031 -0.313

=====

The molecule C3H7N5O at a distorted geometry. Source: the Open Molecules 2025 dataset; level of theory: ωB97M-V with the def2-TZVPD basis set.

Results
E_LUMO in eV: 0.516
Structure (SMILES): [H]/N=c1\nc(CN)[nH]n1O
Relative energy (zero: lowest compared OMol25 entry of this formula, charge and spin) in eV: 3.255
Frontier orbital gap in eV: 9.1
Total energy in eV: -12719.393

Geometry (Å):
H (-2.5361, -2.0697, 0.0542)
N (-2.5914, -1.0110, 0.0281)
C (-1.3487, -0.6416, -0.0849)
N (-0.2043, -1.4026, 0.1730)
C (0.7719, -0.5593, -0.0009)
C (2.2610, -0.7575, 0.0045)
N (2.7615, 0.6528, 0.0305)
N (0.4246, 0.7632, -0.1472)
N (-0.9690, 0.7014, -0.3666)
O (-1.7862, 1.7273, 0.1699)
H (2.5995, -1.3966, 0.8150)
H (2.4485, -1.2829, -0.9236)
H (2.6549, 1.0156, 0.9961)
H (3.7481, 0.6160, -0.0309)
H (0.8446, 1.3332, -0.9077)
H (-1.5248, 1.7894, 1.1011)

Cartesian forces (eV/Å) of the 2 atoms listed first:
H -0.273 1.510 0.462
N 2.249 -0.976 -0.865

=====

A cluster of 3 separate species, C25H24BrF11NOS in total at a distorted geometry. Source: the Open Molecules 2025 dataset; level of theory: ωB97M-V with the def2-TZVPD basis set.

Results
E_LUMO in eV: -4.846
Frontier orbital gap in eV: 5.9
Total energy in eV: -140607.474
Charge: +1

Geometry (Å):
O (3.5622, -3.1050, 2.3328)
C (4.6005, -2.4254, 2.5520)
Br (5.7576, -2.7621, 4.1334)
C (4.9498, -1.2635, 1.4662)
C (3.7351, -0.1934, 1.5711)
C (3.6080, 0.5305, 2.9612)
C (2.4514, 1.5480, 3.1672)
C (1.4787, 1.7712, 1.9398)
C (0.2235, 2.7939, 2.0867)
C (-0.8168, 2.6048, 0.8654)
C (-2.3421, 3.0246, 1.2716)
C (-3.0253, 1.9093, 2.2000)
C (-3.5948, 0.6323, 1.4018)
F (-3.2594, 0.9036, 0.0080)
F (-5.0355, 0.5790, 1.3788)
C (-2.8936, -0.7595, 1.7209)
F (-3.4491, -1.7188, 0.8015)
F (-1.4884, -0.7266, 1.3904)
S (-3.0393, -1.4500, 3.4328)
F (-4.1849, -0.3633, 3.9441)
F (-4.3040, -2.4566, 2.9093)
F (-1.9929, -2.7056, 2.9675)
F (-1.7505, -0.5822, 4.0423)
F (-3.1663, -2.2042, 4.9177)
C (1.7732, 0.9827, 0.6176)
N (2.8560, 0.0372, 0.4577)
H (4.8732, -1.7931, 0.4400)
H (5.9719, -0.7852, 1.6377)
H (4.3382, 0.2855, 3.7997)
H (2.3237, 2.0841, 4.1650)
H (-0.2902, 2.5374, 3.0938)
H (0.6478, 3.8667, 2.1545)
H (-0.4628, 3.2478, -0.0277)
H (-0.8795, 1.5315, 0.4733)
H (-2.2121, 3.9640, 1.9416)
H (-2.9632, 3.3641, 0.3788)
H (-3.9411, 2.4121, 2.6971)
H (-2.2900, 1.6580, 3.0349)
H (1.0810, 1.1178, -0.2918)
H (2.9996, -0.4865, -0.4301)
F (1.0443, 3.2736, -1.9893)
C (2.1370, 2.8889, -2.6726)
C (2.0856, 2.8162, -4.0556)
C (3.2184, 2.4228, -4.7614)
C (4.3865, 2.0962, -4.0749)
C (4.4248, 2.1680, -2.6855)
C (3.2951, 2.5722, -1.9802)
H (1.1660, 3.0660, -4.5719)
H (3.1916, 2.3699, -5.8444)
H (5.2681, 1.7853, -4.6263)
H (5.3337, 1.9096, -2.1518)
H (3.3095, 2.6428, -0.8985)
F (-2.6125, -3.1017, -5.7534)
C (-2.9179, -3.5329, -4.5201)
C (-2.5060, -2.7966, -3.4202)
C (-2.8268, -3.2407, -2.1412)
C (-3.5466, -4.4219, -1.9768)
C (-3.9507, -5.1558, -3.0886)
C (-3.6397, -4.7064, -4.3680)
H (-1.9396, -1.8842, -3.5677)
H (-2.5162, -2.6682, -1.2739)
H (-3.7928, -4.7701, -0.9785)
H (-4.5078, -6.0776, -2.9588)
H (-3.9538, -5.2603, -5.2449)

Cartesian forces (eV/Å) of the 2 atoms listed first:
O 4.902 3.044 1.339
C -4.043 -2.122 -1.775

=====

The molecule C5H10O. Source: the Open Molecules 2025 dataset; level of theory: ωB97M-V with the def2-TZVPD basis set.

Results
E_LUMO (spin up / spin down) in eV: -0.922 / -1.181
Relative energy (zero: lowest compared OMol25 entry of this formula, charge and spin) in eV: 3.754
Frontier orbital gap (spin up / spin down) in eV: 7.5 / 7.0
Total energy in eV: -7391.012

Geometry (Å):
C (-1.9588, -1.0334, 0.2970)
C (-1.2007, 0.2610, 0.6827)
C (-0.2053, 0.5720, -0.3410)
C (2.1681, 0.7854, -0.2919)
C (0.9703, -0.2696, -0.4339)
O (1.0952, -1.3229, 0.2936)
H (-1.2244, -1.8274, 0.1415)
H (-2.6241, -1.3167, 1.1169)
H (-2.5603, -0.8881, -0.6054)
H (-1.8851, 1.0883, 0.8875)
H (-0.6027, -0.0006, 1.5741)
H (-0.3181, 1.4075, -1.0332)
H (2.1696, 1.1702, 0.7310)
H (3.0704, 0.1922, -0.4439)
H (2.1345, 1.6136, -1.0068)
H (0.9716, -0.4313, -1.5679)

Cartesian forces (eV/Å) of the 2 atoms listed first:
C -0.030 -0.127 -0.033
C 0.021 0.144 -0.009